Molecular formula: C10H15N4
Method: DFT, ωB97M-V with the def2-TZVPD basis set

Results
Relative energy (zero: lowest compared OMol25 entry of this formula, charge and spin) ... 0.0 kcal per mole
HOMO-LUMO gap ... 7.40 eV
Total charge ... +1
Calculated total energy ... -608.88987 Ha
Lowest unoccupied orbital energy ... -3.0 eV
HOMO ... -10.38 eV

Last columns: bonded neighbours and bond lengths (Å).
Element x y z (Å)
1 C -1.915 -1.404 -2.070  N2 1.335, N3 1.328, N4 1.338
2 N -2.833 -1.619 -3.014  C1 1.335, H6 1.023, H7 1.023
3 N -0.818 -0.712 -2.359  C1 1.328, C5 1.459, H8 1.023
4 N -2.105 -1.887 -0.836  C1 1.338, H9 1.023, H10 1.023
5 C -0.532 -0.151 -3.675  N3 1.459, H11 1.103, H12 1.103, H13 1.103
6 H -2.690 -1.251 -3.958  N2 1.023
7 H -3.678 -2.152 -2.795  N2 1.023
8 H -0.136 -0.566 -1.611  N3 1.023
9 H -1.404 -1.724 -0.110  N4 1.023
10 H -2.952 -2.419 -0.620  N4 1.023
11 H 0.439 0.369 -3.627  C5 1.103
12 H -1.305 0.576 -3.978  C5 1.103
13 H -0.471 -0.940 -4.443  C5 1.103
14 C 1.001 -0.801 3.203  C15 1.377, C20 1.429, H23 1.090
15 C -0.112 -0.216 3.763  C14 1.377, N22 1.377, H24 1.090
16 C 2.874 1.239 0.598  C17 1.411, C18 1.386, H25 1.098
17 C 2.028 2.367 0.648  C16 1.411, C19 1.388, H26 1.098
18 C 2.642 0.127 1.393  C16 1.386, C20 1.407, H27 1.098
19 C 0.930 2.406 1.496  C17 1.388, C21 1.399, H28 1.098
20 C 1.537 0.134 2.264  C14 1.429, C18 1.407, C21 1.423
21 C 0.698 1.283 2.297  C19 1.399, C20 1.423, N22 1.375
22 N -0.292 1.035 3.217  C15 1.377, C21 1.375, H29 1.023
23 H 1.385 -1.793 3.443  C14 1.090
24 H -0.801 -0.596 4.517  C15 1.090
25 H 3.733 1.246 -0.086  C16 1.098
26 H 2.242 3.230 0.004  C17 1.098
27 H 3.308 -0.744 1.345  C18 1.098
28 H 0.273 3.284 1.534  C19 1.098
29 H -1.048 1.680 3.461  N22 1.023

Results of the Löwdin charge analysis, in e, for atoms 1 through 5: number 1, C, carries -0.445; number 2, N, carries 0.209; number 3, N, carries 0.039; number 4, N, carries 0.200; number 5, C, carries -0.044



Molecular formula: C8H10IN3O2
Method: DFT, ωB97M-V with the def2-TZVPD basis set

Results
Relative energy (zero: lowest compared OMol25 entry of this formula, charge and spin) ... 0.0 kcal per mole
HOMO-LUMO gap ... 8.77 eV
Total charge ... 0
Calculated total energy ... -923.20501 Ha
Lowest unoccupied orbital energy ... 0.0 eV
HOMO ... -8.78 eV

Last columns: bonded neighbours and bond lengths (Å).
Element x y z (Å)
1 H 1.512 1.815 3.575  N2 1.062
2 N 1.696 1.599 2.552  H1 1.062, C3 1.235
3 C 0.749 1.008 2.023  N2 1.235, C4 1.679, H16 1.133
4 C 0.755 0.602 0.394  C3 1.679, C5 1.556, N10 1.420, H17 1.079
5 C 0.934 1.844 -0.525  C4 1.556, N6 1.269, H18 1.092
6 N -0.086 2.456 -0.968  C5 1.269, C7 1.398
7 C -1.374 2.110 -0.550  N6 1.398, C8 1.306, H19 1.095
8 C -1.537 0.889 -0.117  C7 1.306, I9 2.167, N10 1.359
9 I -3.533 0.089 0.154  C8 2.167
10 N -0.506 0.026 0.086  C4 1.420, C8 1.359, C11 1.462
11 C -0.435 -1.237 -0.645  N10 1.462, C12 1.569, C13 1.598, H20 1.026
12 C 0.283 -1.192 -2.039  C11 1.569, H21 1.121, H22 1.145, H23 1.096
13 C 0.394 -2.256 0.265  C11 1.598, O14 1.202, O15 1.362
14 O 1.555 -2.550 0.161  C13 1.202
15 O -0.273 -2.778 1.332  C13 1.362, H24 0.899
16 H -0.195 0.579 2.476  C3 1.133
17 H 1.530 -0.115 0.172  C4 1.079
18 H 1.836 2.113 -1.078  C5 1.092
19 H -2.199 2.770 -0.841  C7 1.095
20 H -1.358 -1.662 -0.789  C11 1.026
21 H 1.385 -1.315 -1.876  C12 1.121
22 H -0.121 -2.066 -2.657  C12 1.145
23 H 0.093 -0.263 -2.591  C12 1.096
24 H -1.103 -2.465 1.484  O15 0.899

Results of the Löwdin charge analysis, in e, for atoms 1 through 5: number 1, H, carries 0.085; number 2, N, carries 0.090; number 3, C, carries -0.163; number 4, C, carries -0.198; number 5, C, carries -0.078



What did the second record say?
Molecular formula: C8H10IN3O2
Method: DFT, ωB97M-V with the def2-TZVPD basis set

Results
Relative energy (zero: lowest compared OMol25 entry of this formula, charge and spin) ... 0.0 kcal per mole
HOMO-LUMO gap ... 8.77 eV
Total charge ... 0
Calculated total energy ... -923.20501 Ha
Lowest unoccupied orbital energy ... 0.0 eV
HOMO ... -8.78 eV

Last columns: bonded neighbours and bond lengths (Å).
Element x y z (Å)
1 H 1.512 1.815 3.575  N2 1.062
2 N 1.696 1.599 2.552  H1 1.062, C3 1.235
3 C 0.749 1.008 2.023  N2 1.235, C4 1.679, H16 1.133
4 C 0.755 0.602 0.394  C3 1.679, C5 1.556, N10 1.420, H17 1.079
5 C 0.934 1.844 -0.525  C4 1.556, N6 1.269, H18 1.092
6 N -0.086 2.456 -0.968  C5 1.269, C7 1.398
7 C -1.374 2.110 -0.550  N6 1.398, C8 1.306, H19 1.095
8 C -1.537 0.889 -0.117  C7 1.306, I9 2.167, N10 1.359
9 I -3.533 0.089 0.154  C8 2.167
10 N -0.506 0.026 0.086  C4 1.420, C8 1.359, C11 1.462
11 C -0.435 -1.237 -0.645  N10 1.462, C12 1.569, C13 1.598, H20 1.026
12 C 0.283 -1.192 -2.039  C11 1.569, H21 1.121, H22 1.145, H23 1.096
13 C 0.394 -2.256 0.265  C11 1.598, O14 1.202, O15 1.362
14 O 1.555 -2.550 0.161  C13 1.202
15 O -0.273 -2.778 1.332  C13 1.362, H24 0.899
16 H -0.195 0.579 2.476  C3 1.133
17 H 1.530 -0.115 0.172  C4 1.079
18 H 1.836 2.113 -1.078  C5 1.092
19 H -2.199 2.770 -0.841  C7 1.095
20 H -1.358 -1.662 -0.789  C11 1.026
21 H 1.385 -1.315 -1.876  C12 1.121
22 H -0.121 -2.066 -2.657  C12 1.145
23 H 0.093 -0.263 -2.591  C12 1.096
24 H -1.103 -2.465 1.484  O15 0.899

Results of the Löwdin charge analysis, in e, for atoms 1 through 5: number 1, H, carries 0.085; number 2, N, carries 0.090; number 3, C, carries -0.163; number 4, C, carries -0.198; number 5, C, carries -0.078



Copy entry 2 word for word.
Molecular formula: C8H10IN3O2
Method: DFT, ωB97M-V with the def2-TZVPD basis set

Results
Relative energy (zero: lowest compared OMol25 entry of this formula, charge and spin) ... 0.0 kcal per mole
HOMO-LUMO gap ... 8.77 eV
Total charge ... 0
Calculated total energy ... -923.20501 Ha
Lowest unoccupied orbital energy ... 0.0 eV
HOMO ... -8.78 eV

Last columns: bonded neighbours and bond lengths (Å).
Element x y z (Å)
1 H 1.512 1.815 3.575  N2 1.062
2 N 1.696 1.599 2.552  H1 1.062, C3 1.235
3 C 0.749 1.008 2.023  N2 1.235, C4 1.679, H16 1.133
4 C 0.755 0.602 0.394  C3 1.679, C5 1.556, N10 1.420, H17 1.079
5 C 0.934 1.844 -0.525  C4 1.556, N6 1.269, H18 1.092
6 N -0.086 2.456 -0.968  C5 1.269, C7 1.398
7 C -1.374 2.110 -0.550  N6 1.398, C8 1.306, H19 1.095
8 C -1.537 0.889 -0.117  C7 1.306, I9 2.167, N10 1.359
9 I -3.533 0.089 0.154  C8 2.167
10 N -0.506 0.026 0.086  C4 1.420, C8 1.359, C11 1.462
11 C -0.435 -1.237 -0.645  N10 1.462, C12 1.569, C13 1.598, H20 1.026
12 C 0.283 -1.192 -2.039  C11 1.569, H21 1.121, H22 1.145, H23 1.096
13 C 0.394 -2.256 0.265  C11 1.598, O14 1.202, O15 1.362
14 O 1.555 -2.550 0.161  C13 1.202
15 O -0.273 -2.778 1.332  C13 1.362, H24 0.899
16 H -0.195 0.579 2.476  C3 1.133
17 H 1.530 -0.115 0.172  C4 1.079
18 H 1.836 2.113 -1.078  C5 1.092
19 H -2.199 2.770 -0.841  C7 1.095
20 H -1.358 -1.662 -0.789  C11 1.026
21 H 1.385 -1.315 -1.876  C12 1.121
22 H -0.121 -2.066 -2.657  C12 1.145
23 H 0.093 -0.263 -2.591  C12 1.096
24 H -1.103 -2.465 1.484  O15 0.899

Results of the Löwdin charge analysis, in e, for atoms 1 through 5: number 1, H, carries 0.085; number 2, N, carries 0.090; number 3, C, carries -0.163; number 4, C, carries -0.198; number 5, C, carries -0.078